{"formula": "C30H50BN4O4", "method": "the ωB97M-V functional and the def2-TZVPD basis", "e_tot_ha": -1717.7042, "spin_multiplicity": 3, "s_squared": 2.008, "total_charge": 1, "gap_ev": [5.19, 6.16], "max_force_ha_per_bohr": 0.03568, "species": ["C", "C", "O", "B", "O", "C", "C", "N", "C", "C", "C", "C", "C", "N", "C", "C", "C", "H", "H", "H", "H", "H", "H", "H", "H", "H", "H", "H", "H", "H", "H", "C", "C", "C", "C", "C", "C", "N", "O", "C", "C", "C", "H", "H", "H", "H", "H", "H", "H", "H", "H", "H", "H", "H", "H", "H", "H", "H", "H", "H", "C", "C", "C", "C", "C", "C", "N", "O", "C", "C", "C", "H", "H", "H", "H", "H", "H", "H", "H", "H", "H", "H", "H", "H", "H", "H", "H", "H", "H"], "positions_angstrom": [[8.6983, -0.2986, 1.8372], [8.6269, -0.4207, 0.3305], [7.3323, -0.0658, -0.1915], [7.0602, 1.2595, -0.3137], [7.7578, 2.0508, -1.1772], [5.9112, 1.8391, 0.6276], [6.0410, 3.0161, 1.3501], [5.0482, 3.4468, 2.1367], [3.8927, 2.7835, 2.2886], [3.6998, 1.5934, 1.6073], [2.4568, 0.8109, 1.7593], [2.4700, -0.4626, 2.3211], [1.2588, -1.1298, 2.4345], [0.0844, -0.6575, 2.0301], [0.0793, 0.5606, 1.4936], [1.2333, 1.3118, 1.3461], [4.7177, 1.1289, 0.7727], [7.8946, -0.8440, 2.3204], [8.7299, 0.7311, 2.1857], [9.6267, -0.7667, 2.1559], [9.3884, 0.2127, -0.1192], [8.8312, -1.4456, 0.0501], [7.1978, 2.7226, -1.5783], [6.9487, 3.5918, 1.2902], [5.1841, 4.3070, 2.6515], [3.1357, 3.1841, 2.9387], [3.3835, -0.9163, 2.6675], [1.2597, -2.1150, 2.8771], [-0.8709, 0.9489, 1.1680], [1.1734, 2.2839, 0.8782], [4.5684, 0.1997, 0.2456], [1.2027, -1.4758, -4.0910], [0.2832, -0.9054, -2.9946], [-1.1789, -1.1645, -3.3554], [-1.6549, -0.3119, -4.5294], [-1.4131, 1.1719, -4.2564], [0.0207, 1.5069, -3.8348], [0.5134, 0.5589, -2.7867], [0.0863, 0.9103, -1.6195], [0.9613, 1.5007, -5.0546], [0.0573, 2.9327, -3.2928], [0.6488, -1.6568, -1.7175], [1.1777, -2.5642, -4.0524], [0.9063, -1.2089, -5.1011], [2.2360, -1.1591, -3.9404], [-1.8096, -0.9556, -2.4850], [-1.3053, -2.2240, -3.5858], [-1.1588, -0.6152, -5.4549], [-2.7209, -0.4793, -4.6896], [-1.6633, 1.7583, -5.1423], [-2.1003, 1.4941, -3.4675], [1.9976, 1.6330, -4.7394], [0.7087, 2.3269, -5.7183], [0.9010, 0.5982, -5.6560], [-0.6586, 3.0865, -2.4878], [-0.1960, 3.6252, -4.0941], [1.0523, 3.1892, -2.9234], [1.6841, -1.4553, -1.4318], [0.5476, -2.7276, -1.8873], [0.0043, -1.3944, -0.8797], [-3.3543, -2.0893, 1.7676], [-4.2636, -0.8998, 1.4107], [-4.1137, 0.1955, 2.4654], [-4.7471, -0.1865, 3.8022], [-6.2142, -0.5751, 3.6159], [-6.4496, -1.6312, 2.5319], [-5.6940, -1.3043, 1.2843], [-6.3417, -0.4412, 0.5729], [-6.0650, -3.0311, 3.0471], [-7.9417, -1.7015, 2.2217], [-3.7629, -0.3994, 0.0584], [-2.3128, -1.8027, 1.6220], [-3.4238, -2.4133, 2.8025], [-3.5586, -2.9470, 1.1248], [-4.5815, 1.1160, 2.1010], [-3.0513, 0.4143, 2.6029], [-4.1932, -1.0030, 4.2730], [-4.6823, 0.6591, 4.4899], [-6.6237, -0.9425, 4.5587], [-6.7808, 0.3266, 3.3627], [-6.1306, -3.7641, 2.2422], [-6.7562, -3.3374, 3.8319], [-5.0690, -3.0868, 3.4790], [-8.3522, -0.7317, 1.9490], [-8.4737, -2.0477, 3.1072], [-8.1427, -2.3994, 1.4083], [-3.8924, -1.1651, -0.7087], [-2.6988, -0.1684, 0.1290], [-4.2783, 0.5018, -0.2689]], "lowdin_charge": [-0.059, -0.203, 0.083, -0.611, 0.214, -0.003, 0.024, 0.120, 0.055, -0.112, -0.196, -0.001, -0.119, 0.095, -0.120, -0.008, 0.109, 0.084, 0.077, 0.087, 0.124, 0.127, 0.120, 0.154, 0.186, 0.158, 0.118, 0.113, 0.102, 0.121, 0.150, -0.030, -0.488, -0.126, -0.163, -0.126, -0.491, -0.076, -0.046, -0.029, -0.048, -0.038, 0.089, 0.058, 0.092, 0.114, 0.129, 0.106, 0.117, 0.127, 0.125, 0.090, 0.088, 0.060, 0.078, 0.090, 0.086, 0.086, 0.091, 0.065, -0.031, -0.489, -0.133, -0.170, -0.130, -0.493, -0.087, -0.019, -0.031, -0.045, -0.043, 0.058, 0.058, 0.096, 0.127, 0.111, 0.104, 0.112, 0.125, 0.125, 0.094, 0.086, 0.057, 0.080, 0.088, 0.093, 0.091, 0.063, 0.082]}